--- A ---
{
  "formula": "C8H13N3O",
  "method": "ωB97M-V/def2-TZVPD",
  "smiles": "C=CC=C=[N+]([O-])/C=C\\[C@H](C)NN",
  "lumo_energy_ev": 0.350,
  "orbital_gap_ev": 8.676,
  "symbols": ["C", "C", "C", "C", "C", "C", "C", "C", "N", "N", "N", "O", "H", "H", "H", "H", "H", "H", "H", "H", "H", "H", "H", "H", "H"],
  "xyz": [[1.221, -1.608, 0.740], [-3.144, -0.054, -0.089], [-0.075, -1.769, 0.594], [-2.018, -0.652, -0.176], [2.022, -0.601, -0.095], [-3.449, 1.239, 0.462], [3.449, -0.482, 0.512], [-2.936, 2.403, 0.156], [-0.927, -1.191, -0.428], [1.457, 0.709, -0.015], [1.044, 1.297, -1.269], [-0.433, -1.275, -1.653], [1.821, -2.319, 1.283], [-4.024, -0.810, -0.226], [-0.537, -2.469, 1.240], [2.167, -1.067, -1.108], [-4.488, 1.346, 0.961], [3.866, -1.414, 0.661], [3.186, -0.034, 1.521], [4.222, 0.090, 0.060], [0.775, 1.025, 0.687], [-3.466, 3.342, 0.459], [-2.246, 2.282, -0.681], [1.877, 1.497, -1.750], [0.638, 0.516, -1.847]],
  "nbo_charge": [-0.15, -0.28, -0.05, 0.34, -0.11, -0.23, -0.59, -0.35, 0.00, -0.52, -0.66, -0.60, 0.22, 0.25, 0.21, 0.24, 0.21, 0.19, 0.20, 0.22, 0.38, 0.22, 0.22, 0.33, 0.36]
}

=====

--- B ---
{
  "formula": "C8H13N3O",
  "method": "ωB97M-V/def2-TZVPD",
  "lumo_energy_ev": [-0.074, 0.691],
  "orbital_gap_ev": [7.775, 7.862],
  "symbols": ["C", "C", "C", "C", "C", "C", "C", "C", "N", "N", "N", "O", "H", "H", "H", "H", "H", "H", "H", "H", "H", "H", "H", "H", "H"],
  "xyz": [[3.355, -0.361, 0.736], [2.910, -0.395, -0.614], [-1.382, 1.049, 1.121], [-1.727, -0.167, 0.326], [3.340, -1.244, -1.740], [-2.584, -1.172, 1.077], [-0.714, -0.639, -0.674], [1.109, 2.179, 0.811], [2.752, 0.593, 1.406], [2.058, 0.638, -0.744], [1.900, 1.151, 0.532], [-2.364, 1.122, 0.145], [4.086, -0.961, 1.221], [-1.718, 1.445, 2.034], [4.334, -1.028, -2.116], [3.535, -2.265, -1.383], [2.633, -1.242, -2.473], [-3.692, -1.062, 0.890], [-2.547, -0.976, 2.166], [-2.426, -2.081, 0.540], [-0.167, -1.559, -0.180], [0.126, 0.028, -0.934], [-1.030, -1.105, -1.634], [1.181, 2.596, 1.801], [0.396, 2.492, 0.000]],
  "nbo_charge": [-0.08, 0.12, 0.08, 0.16, -0.64, -0.66, -0.66, -0.18, -0.24, -0.28, -0.05, -0.48, 0.21, 0.17, 0.23, 0.22, 0.23, 0.23, 0.24, 0.23, 0.21, 0.26, 0.22, 0.22, 0.24]
}

=====

Short version: B, A, most stable first.

=====

--- A ---
{
  "formula": "C36H54O27",
  "method": "ωB97M-V/def2-TZVPD",
  "smiles": "C[C@H]1COC(=O)O1.C[C@H]1COC(=O)O1.C[C@H]1COC(=O)O1.C[C@H]1COC(=O)O1.C[C@H]1COC(=O)O1.C[C@H]1COC(=O)O1.C[C@H]1COC(=O)O1.C[C@H]1COC(=O)O1.C[C@H]1COC(=O)O1",
  "lumo_energy_ev": -0.503,
  "orbital_gap_ev": 10.316,
  "symbols": ["C", "C", "C", "O", "C", "O", "O", "H", "H", "H", "H", "H", "H", "C", "C", "C", "O", "C", "O", "O", "H", "H", "H", "H", "H", "H", "C", "C", "C", "O", "C", "O", "O", "H", "H", "H", "H", "H", "H", "C", "C", "C", "O", "C", "O", "O", "H", "H", "H", "H", "H", "H", "C", "C", "C", "O", "C", "O", "O", "H", "H", "H", "H", "H", "H", "C", "C", "C", "O", "C", "O", "O", "H", "H", "H", "H", "H", "H", "C", "C", "C", "O", "C", "O", "O", "H", "H", "H", "H", "H", "H", "C", "C", "C", "O", "C", "O", "O", "H", "H", "H", "H", "H", "H", "C", "C", "C", "O", "C", "O", "O", "H", "H", "H", "H", "H", "H"],
  "xyz": [[0.580, -7.331, -2.554], [0.696, -5.926, -1.989], [1.775, -5.728, -0.916], [2.596, -4.666, -1.440], [2.177, -4.300, -2.653], [2.638, -3.438, -3.328], [1.086, -5.020, -3.019], [0.030, -7.258, -3.491], [0.056, -7.989, -1.862], [1.561, -7.762, -2.760], [-0.286, -5.639, -1.606], [2.452, -6.577, -0.818], [1.389, -5.439, 0.057], [-5.172, 3.033, 0.553], [-3.719, 3.261, 0.926], [-2.875, 3.666, -0.308], [-2.752, 5.076, -0.187], [-3.123, 5.475, 1.057], [-3.054, 6.579, 1.467], [-3.616, 4.418, 1.749], [-5.798, 2.793, 1.415], [-5.257, 2.175, -0.121], [-5.598, 3.911, 0.064], [-3.305, 2.368, 1.390], [-3.367, 3.428, -1.248], [-1.889, 3.208, -0.235], [5.466, -2.109, -2.752], [6.815, -1.523, -2.435], [7.017, -0.937, -1.019], [8.255, -1.482, -0.593], [8.638, -2.483, -1.429], [9.568, -3.189, -1.236], [7.819, -2.547, -2.499], [4.766, -1.329, -3.059], [5.014, -2.611, -1.897], [5.578, -2.784, -3.597], [7.069, -0.755, -3.172], [6.202, -1.250, -0.362], [7.100, 0.146, -1.056], [3.227, 0.124, 4.115], [4.278, -0.939, 3.892], [4.883, -0.901, 2.474], [6.276, -1.079, 2.700], [6.567, -0.820, 3.994], [7.649, -0.725, 4.460], [5.416, -0.677, 4.710], [2.336, -0.175, 3.557], [3.584, 1.103, 3.805], [2.906, 0.134, 5.157], [3.870, -1.935, 4.076], [4.709, 0.058, 1.980], [4.511, -1.720, 1.862], [2.196, -1.092, -0.824], [1.349, 0.154, -0.701], [0.245, 0.306, -1.744], [-0.900, 0.716, -0.981], [-0.653, 0.540, 0.330], [-1.456, 0.692, 1.207], [0.594, 0.110, 0.531], [1.673, -2.029, -0.652], [2.975, -1.018, -0.061], [2.692, -1.089, -1.794], [1.987, 1.039, -0.684], [0.037, -0.621, -2.289], [0.454, 1.028, -2.534], [-3.628, 0.601, 3.926], [-4.314, 1.423, 5.005], [-4.386, 2.959, 4.826], [-5.780, 3.247, 4.901], [-6.502, 2.116, 5.042], [-7.684, 2.063, 5.078], [-5.690, 1.033, 5.140], [-4.104, 0.820, 2.968], [-3.837, -0.446, 4.145], [-2.566, 0.830, 3.933], [-3.844, 1.187, 5.965], [-3.997, 3.281, 3.864], [-3.880, 3.404, 5.678], [-0.197, -0.680, 5.179], [-0.327, -2.040, 4.534], [-1.120, -2.006, 3.193], [-0.093, -2.185, 2.210], [1.057, -2.573, 2.783], [2.002, -2.979, 2.185], [0.975, -2.491, 4.121], [0.432, -0.784, 6.061], [-1.163, -0.291, 5.518], [0.152, 0.070, 4.468], [-0.737, -2.777, 5.219], [-1.572, -1.037, 3.008], [-1.798, -2.857, 3.160], [-1.917, 5.670, -4.179], [-0.604, 5.034, -3.807], [-0.610, 3.505, -3.753], [0.702, 3.167, -4.231], [1.260, 4.253, -4.828], [2.336, 4.254, -5.320], [0.405, 5.299, -4.787], [-2.429, 5.083, -4.943], [-1.725, 6.671, -4.570], [-2.581, 5.792, -3.325], [-0.259, 5.406, -2.837], [-1.357, 3.042, -4.400], [-0.732, 3.114, -2.746], [-5.373, -1.424, -3.908], [-4.939, -0.028, -3.523], [-3.446, 0.119, -3.152], [-2.917, 1.015, -4.133], [-3.931, 1.527, -4.873], [-3.805, 2.436, -5.622], [-5.084, 0.868, -4.635], [-5.131, -2.157, -3.138], [-4.951, -1.723, -4.866], [-6.462, -1.434, -3.995], [-5.558, 0.334, -2.701], [-2.959, -0.843, -3.321], [-3.274, 0.485, -2.144]],
  "mulliken_charge": [-1.45, 0.53, -0.40, -0.30, 0.70, -0.49, -0.42, 0.34, 0.38, 0.36, 0.26, 0.32, 0.19, -1.46, 1.79, 0.06, -0.40, 0.46, -0.56, -0.29, 0.30, 0.30, 0.41, -0.67, 0.10, -0.12, -1.12, 0.52, 0.06, -0.36, 0.61, -0.53, -0.41, 0.32, 0.13, 0.38, 0.25, -0.19, 0.37, -1.00, 0.78, -0.09, -0.34, 0.46, -0.53, -0.43, -0.13, 0.40, 0.31, 0.24, 0.23, 0.08, -0.96, 0.50, -0.31, 0.13, 0.20, -0.67, -0.10, 0.12, -0.03, 0.38, 0.24, 0.21, 0.22, -1.02, 0.30, 0.05, -0.35, 0.65, -0.53, -0.42, 0.23, 0.44, 0.18, 0.28, -0.10, 0.32, -1.20, 0.33, 0.22, -0.22, 0.66, -0.49, -0.39, 0.39, 0.25, 0.26, 0.37, -0.37, 0.24, -1.27, 0.56, 0.40, -0.35, 0.56, -0.55, -0.41, 0.33, 0.39, 0.27, 0.27, 0.11, -0.34, -1.54, 0.51, -0.06, -0.23, 0.62, -0.51, -0.39, 0.37, 0.37, 0.39, 0.18, 0.30, 0.03]
}

=====

--- B ---
{
  "formula": "C36H54O27",
  "method": "ωB97M-V/def2-TZVPD",
  "smiles": "C[C@H]1COC(=O)O1.C[C@H]1COC(=O)O1.C[C@H]1COC(=O)O1.C[C@H]1COC(=O)O1.C[C@H]1COC(=O)O1.C[C@H]1COC(=O)O1.C[C@H]1COC(=O)O1.C[C@H]1COC(=O)O1.C[C@H]1COC(=O)O1",
  "lumo_energy_ev": -0.281,
  "orbital_gap_ev": 9.679,
  "symbols": ["C", "C", "C", "O", "C", "O", "O", "H", "H", "H", "H", "H", "H", "C", "C", "C", "O", "C", "O", "O", "H", "H", "H", "H", "H", "H", "C", "C", "C", "O", "C", "O", "O", "H", "H", "H", "H", "H", "H", "C", "C", "C", "O", "C", "O", "O", "H", "H", "H", "H", "H", "H", "C", "C", "C", "O", "C", "O", "O", "H", "H", "H", "H", "H", "H", "C", "C", "C", "O", "C", "O", "O", "H", "H", "H", "H", "H", "H", "C", "C", "C", "O", "C", "O", "O", "H", "H", "H", "H", "H", "H", "C", "C", "C", "O", "C", "O", "O", "H", "H", "H", "H", "H", "H", "C", "C", "C", "O", "C", "O", "O", "H", "H", "H", "H", "H", "H"],
  "xyz": [[39.748, 53.096, 66.054], [38.310, 53.076, 66.522], [37.287, 53.918, 65.684], [36.299, 53.013, 65.216], [36.692, 51.784, 65.493], [36.000, 50.848, 65.107], [37.649, 51.804, 66.391], [40.132, 52.369, 66.794], [40.098, 54.223, 66.239], [39.905, 52.804, 64.888], [38.433, 53.514, 67.576], [37.885, 54.384, 64.862], [36.902, 54.842, 66.132], [33.547, 57.010, 62.775], [34.050, 55.551, 63.191], [33.539, 55.248, 64.623], [33.144, 53.869, 64.645], [32.893, 53.529, 63.379], [32.504, 52.399, 63.108], [33.325, 54.419, 62.523], [33.966, 57.405, 61.815], [33.828, 57.816, 63.236], [32.509, 56.945, 62.528], [35.012, 55.243, 63.149], [32.928, 55.923, 64.919], [34.312, 55.114, 65.431], [38.389, 60.918, 67.364], [36.912, 61.157, 67.123], [35.976, 60.041, 67.721], [35.443, 60.761, 68.870], [35.705, 61.944, 68.886], [35.217, 62.827, 69.623], [36.477, 62.369, 67.919], [38.641, 60.626, 68.334], [39.005, 61.653, 67.200], [38.370, 59.883, 66.773], [36.571, 61.099, 66.024], [36.721, 59.211, 68.041], [35.157, 59.647, 67.107], [33.970, 60.502, 62.283], [33.337, 61.831, 61.710], [33.685, 61.750, 60.144], [32.440, 61.724, 59.501], [31.474, 61.718, 60.458], [30.250, 61.617, 60.200], [31.956, 61.591, 61.636], [34.992, 60.724, 62.697], [33.931, 59.486, 61.707], [33.491, 60.280, 63.296], [33.355, 62.711, 62.319], [34.021, 60.692, 59.828], [34.084, 62.608, 59.780], [36.753, 49.714, 61.862], [37.384, 50.971, 61.317], [36.546, 52.227, 61.033], [37.364, 53.295, 61.468], [38.427, 52.769, 62.189], [39.217, 53.649, 62.655], [38.404, 51.516, 62.201], [36.464, 49.916, 62.758], [37.438, 48.880, 62.055], [35.875, 49.324, 61.296], [37.986, 50.669, 60.510], [35.450, 52.268, 61.494], [36.418, 52.194, 60.016], [31.818, 58.853, 69.988], [31.478, 58.021, 68.838], [32.604, 57.223, 68.247], [32.068, 55.943, 68.507], [30.801, 56.030, 68.950], [30.174, 55.044, 69.282], [30.479, 57.136, 69.130], [32.150, 58.041, 70.757], [30.990, 59.346, 70.564], [32.741, 59.497, 69.936], [31.310, 58.545, 67.853], [33.418, 57.043, 68.956], [33.053, 57.497, 67.314], [38.915, 60.112, 56.947], [37.483, 59.555, 57.158], [37.347, 58.110, 57.020], [36.923, 57.684, 58.341], [36.690, 58.724, 59.046], [35.943, 58.627, 60.129], [37.033, 59.801, 58.477], [39.025, 61.183, 57.160], [39.150, 60.107, 55.856], [39.688, 59.391, 57.406], [36.790, 60.000, 56.499], [38.268, 57.756, 56.526], [36.810, 57.798, 56.204], [37.695, 56.684, 62.418], [37.728, 57.414, 63.754], [37.250, 58.937, 63.778], [36.199, 58.857, 64.659], [35.994, 57.658, 65.189], [35.119, 57.524, 66.010], [36.728, 56.855, 64.644], [38.686, 56.978, 62.031], [36.662, 56.752, 61.977], [37.989, 55.739, 62.457], [38.647, 57.208, 64.248], [36.960, 59.244, 62.893], [37.970, 59.772, 64.235], [41.476, 59.957, 63.459], [41.370, 59.968, 61.915], [42.462, 59.279, 61.158], [41.730, 58.455, 60.280], [40.476, 58.528, 60.385], [39.593, 58.137, 59.769], [40.247, 59.311, 61.469], [40.435, 60.482, 63.721], [42.307, 60.464, 63.520], [41.738, 58.892, 63.977], [41.038, 61.027, 61.586], [43.228, 58.632, 61.986], [43.225, 59.853, 60.736]],
  "mulliken_charge": [-1.00, 0.34, 0.62, -0.20, 0.39, -0.61, -0.35, 0.41, 0.26, 0.14, 0.27, -0.47, 0.07, -1.91, 1.72, -0.58, -0.41, 0.49, -0.62, -0.48, 0.24, 0.49, 0.45, -0.19, 0.85, -0.03, -1.21, 1.01, -0.01, -0.25, 0.51, -0.67, -0.41, 0.37, 0.46, 0.16, -0.12, 0.15, 0.05, -0.61, 0.21, -0.33, -0.36, 0.67, -0.62, -0.35, 0.17, -0.06, 0.31, 0.46, 0.05, 0.45, -1.35, 0.26, -0.21, -0.15, 0.59, -0.66, -0.37, 0.33, 0.37, 0.34, 0.32, 0.12, 0.34, -1.17, 0.46, 0.26, -0.41, 0.59, -0.65, -0.22, 0.33, 0.30, 0.26, 0.27, 0.16, -0.13, -1.29, 0.29, -0.68, -0.29, 0.61, -0.50, -0.31, 0.35, 0.41, 0.23, 0.42, 0.34, 0.49, -0.02, 0.17, -0.15, -0.27, 0.48, -0.62, 0.23, -0.27, 0.28, -0.29, 0.50, 0.22, -0.23, -1.33, 0.44, -0.58, -0.37, 0.50, -0.35, -0.18, 0.12, 0.66, 0.25, 0.24, 0.26, 0.34]
}

=====

Short version: A, B, most stable first.